Density functional theory data (ωB97M-V/def2-TZVPD) for a cluster of 4 separate species, C27H40B2ClF13O12S2 in total in a non-equilibrium geometry.

ORCA input file:
```
! RIJCOSX wB97M-V def2-TZVPD def2/J DEFGRID3
* xyz 0 1
Cl 3.41 4.60 -3.19
S -0.88 -1.65 0.32
S -1.59 1.18 0.03
F 5.32 -4.00 5.63
F 2.50 -4.01 -3.59
F -3.48 5.78 -5.77
F 6.00 -2.78 3.97
F 7.05 -4.61 4.47
F 1.64 -2.74 -1.05
F 4.36 -3.03 -3.04
F -3.79 -5.12 2.85
F -2.64 -4.69 1.07
F 0.96 4.74 0.97
F -5.33 6.79 -6.23
F -3.50 -3.08 2.22
F -4.09 7.49 -4.60
O 3.51 -0.48 0.40
O -6.49 5.42 -4.23
O -5.78 -5.30 1.03
O -2.25 1.74 1.17
O 3.23 2.13 2.07
O -2.48 0.50 -0.85
O -0.83 2.23 -0.86
O 4.99 -6.11 3.70
O -5.00 -3.41 0.07
O 4.19 -4.27 2.66
O -4.43 4.88 -3.46
O 0.98 1.94 2.65
C 3.27 3.60 -0.64
C -5.29 5.49 -4.25
C -6.11 -3.36 -0.85
C -3.71 -4.33 1.79
C -1.28 4.71 0.22
C 4.26 3.82 -1.80
C -5.36 2.66 -3.04
C 2.70 2.18 -0.75
C -5.00 4.01 -2.45
C -0.29 0.03 0.61
C 0.35 2.84 -0.30
C 4.71 -7.23 1.55
C 2.36 -2.18 -2.07
C 4.12 -6.96 2.92
C 2.26 -0.69 -2.24
C -4.53 6.40 -5.24
C -4.99 -4.42 0.92
C -0.11 3.88 0.74
C 4.90 -4.81 3.46
C 1.47 1.85 0.14
C 3.04 -3.03 -2.87
C 1.32 2.34 3.98
C 1.91 -1.38 2.11
C 1.10 0.29 -0.04
C 1.02 -0.10 -1.55
C 5.85 -4.03 4.40
C -7.34 -2.75 -0.19
B 1.92 2.00 1.68
B 2.19 -0.55 0.81
H 3.13 -6.52 2.85
H 3.19 -0.18 -1.95
H 4.78 -6.32 0.97
H 3.52 1.49 -0.56
H -4.49 2.22 -3.52
H 5.72 -7.65 1.65
H 3.83 3.77 0.28
H 1.36 -2.30 1.90
H 0.79 0.80 -2.13
H 1.97 1.60 4.46
H 3.84 1.59 1.55
H 4.04 -7.88 3.50
H 0.73 3.44 -1.13
H 1.36 -0.79 2.85
H 4.09 -7.94 1.01
H -1.19 5.69 0.69
H -1.23 4.87 -0.86
H 5.08 4.47 -1.53
H 2.14 -0.51 -3.30
H -6.31 -4.35 -1.23
H 2.51 4.37 -0.75
H 1.78 3.32 4.00
H 4.00 -1.22 0.77
H -0.44 3.41 1.66
H 4.61 2.88 -2.21
H -5.86 4.49 -1.99
H -7.69 -3.38 0.62
H 2.44 2.05 -1.81
H -7.10 -1.77 0.22
H -0.29 0.19 1.69
H -1.85 -1.73 1.24
H 0.18 -0.77 -1.75
H -5.77 -2.74 -1.67
H -8.14 -2.65 -0.92
H -2.23 4.29 0.53
H -6.14 2.76 -3.79
H 0.39 2.38 4.55
H -4.23 3.90 -1.69
H 2.85 -1.67 2.60
H -5.71 1.99 -2.25
*
```

## Properties
LUMO level (eV): 0.0
HOMO-LUMO gap (eV): 8.627
SMILES: COB(O)[C@]1(CCCCl)[C@H]([C@H](C)F)OS(=O)(=O)[C@@H](S)[C@]1(CCC(F)=C(F)F)B(C)O.CCOC(=O)C(F)(F)F.CCOC(=O)C(F)(F)F.CCOC(=O)C(F)(F)F